The following is a quantum chemistry calculation of C21H28N4O4 in the gas phase at a distorted geometry, from the OMol25 dataset.

The geometry in XYZ format:
```
57
Properties=species:S:1:pos:R:3:forces:R:3:lowdin_charge:R:1
C 5.13916 -1.47609 -0.18162 -0.404 -0.190 -0.024 -0.120
H 1.73320 1.17921 1.44726 0.023 0.008 -0.020 0.049
C 3.45232 0.84422 0.17353 -0.179 0.593 0.296 -0.228
C -0.37155 0.11039 -1.64033 -0.039 -0.093 -0.141 -0.091
H 3.65712 -1.52191 1.38921 0.020 -0.031 -0.025 0.135
H 5.73942 -2.27102 0.27053 -0.030 0.044 -0.023 0.130
H 3.15887 0.59621 2.30966 0.035 -0.084 0.107 0.084
C -2.18277 -0.69134 1.29387 0.387 -0.005 0.361 -0.351
H -4.86570 2.22752 -2.76347 -0.019 0.035 -0.073 0.103
C -3.40892 -1.19914 1.94758 -0.142 0.125 -0.084 -0.081
C -5.36763 0.01624 -0.25972 0.086 0.222 0.042 -0.227
C 3.69799 -1.56334 0.29613 0.211 -0.346 -0.212 -0.103
N -0.34637 0.27699 0.83921 0.564 0.258 -1.200 0.104
C -4.59733 0.62921 0.74007 -0.264 -0.059 0.111 -0.174
H 1.19192 1.36971 -0.90212 0.099 0.080 -0.057 0.102
C -4.02668 2.39444 -0.80232 0.063 0.104 -0.127 -0.090
C 2.81691 1.25147 1.51208 0.055 0.156 -0.184 -0.013
C -5.46211 0.60543 -1.51370 -0.179 -0.316 -0.011 -0.019
H -7.18757 -2.68096 -0.34819 0.001 0.052 -0.087 0.095
H -7.62969 -1.16307 -1.16696 0.050 -0.017 0.007 0.097
C 7.14972 -0.12446 0.31766 0.255 0.252 -0.045 -0.202
O 5.48255 2.00419 0.57984 -0.059 0.369 0.032 0.061
H 3.11042 2.26821 1.75528 0.051 0.062 0.069 0.084
H 3.22412 -2.48254 -0.05152 0.102 0.135 0.106 0.126
C 4.97692 0.92678 0.32472 -0.259 -0.037 -0.167 -0.414
H -6.04925 0.14935 -2.29516 -0.065 -0.066 -0.044 0.102
O -5.98040 -1.15256 0.09343 0.277 0.267 0.223 -0.090
H -3.15871 -1.58558 2.93455 0.046 -0.065 -0.069 0.125
H 7.66430 -1.16895 -1.51328 0.021 -0.083 -0.103 0.065
C -0.89569 -0.09522 -0.27013 0.198 0.205 0.273 -0.328
H -3.33625 2.27536 1.21995 0.055 0.024 0.101 0.120
H 7.49463 0.58387 -1.68716 -0.014 0.075 -0.088 0.080
H -0.96392 0.88227 -2.13864 0.031 -0.029 -0.013 0.127
C -4.42552 -0.04458 2.07188 -0.057 -0.162 -0.103 -0.115
H 3.20787 1.59814 -0.58069 0.109 -0.124 0.096 0.149
C -4.78901 1.78672 -1.78040 0.094 0.105 0.013 -0.085
H 7.37392 0.83431 0.78925 0.007 -0.208 0.006 0.116
N 5.70600 -0.20160 0.19973 0.216 -0.223 0.095 -0.055
O -2.06878 -0.72326 -0.05586 0.000 -0.126 -0.128 0.152
C -3.93778 1.81091 0.45122 -0.111 -0.070 -0.013 -0.040
C 1.10075 0.50944 -1.55811 -0.249 -0.263 0.031 -0.087
C -6.79555 -1.79838 -0.85199 -0.166 -0.156 -0.193 -0.081
C 7.84967 -0.20995 -1.03485 -0.132 -0.003 0.233 -0.070
H -6.22329 -2.11046 -1.73180 -0.027 0.032 0.033 0.097
H -0.47697 -0.82343 -2.19727 0.004 0.114 -0.002 0.128
H 1.47346 0.76235 -2.55308 0.021 0.046 0.047 0.133
H -4.05767 0.67453 2.80451 -0.039 -0.013 -0.007 0.122
H -3.83536 -1.99104 1.33218 0.005 -0.056 0.085 0.122
N -1.17155 -0.10568 1.84036 -0.951 -0.464 0.935 0.116
C 1.89087 -0.68693 -1.03825 0.093 0.305 -0.093 -0.448
N 2.97053 -0.44684 -0.26189 0.355 -0.211 0.054 -0.014
H 7.48835 -0.93481 0.97146 -0.043 0.061 0.002 0.120
H -5.37668 -0.45457 2.41216 0.020 0.055 0.096 0.119
H 8.92132 -0.09346 -0.89944 0.132 -0.018 -0.041 0.073
O 1.56678 -1.82331 -1.33660 -0.294 -0.242 -0.166 0.055
H 5.16662 -1.59768 -1.27249 0.005 -0.111 0.108 0.134
H -3.50088 3.31400 -1.01024 0.032 0.089 -0.020 0.101
```
Forces are in eV/Å.

Results
- Multiplicity: 1
- Structure (SMILES): CCN1CCN(C(=O)CCc2nnc(CCc3ccccc3OC)o2)[C@@H](C)C1=O
- Energy above the lowest of the compared OMol25 structures with the same formula, charge and spin: 287.8 kJ/mol
- LUMO energy: 0.74 eV
- Molecular weight: 400.5 g/mol
- E: -36382.554 eV



The following is a quantum chemistry calculation of a molecular structure, C57H75CoN2O5P2SiTe at a distorted geometry, from the OMol25 dataset.

The geometry in XYZ format:
```
144
Properties=species:S:1:pos:R:3:forces:R:3:lowdin_spin:R:1
H 6.18521 -2.42232 0.63388 -0.023 0.004 -0.001 0.000
H 6.40161 -0.96601 5.94893 -0.037 -0.016 -0.031 0.000
C 0.08971 2.59222 -5.70385 0.067 -0.117 0.078 0.000
H 2.53441 -6.61929 -0.78273 0.014 0.005 -0.010 0.000
H -1.63342 -1.19882 3.14300 0.041 0.069 0.005 0.000
C 2.80953 -2.14199 1.02746 0.071 0.039 -0.286 0.000
H -2.70190 -0.52809 -5.72992 0.003 -0.035 0.053 0.000
C 2.03273 2.44242 0.63290 -0.047 -0.118 0.101 -0.002
O 3.25395 2.59054 0.98357 -0.587 -0.272 -0.228 -0.009
C 5.44284 0.47922 3.95068 -0.038 -0.143 0.047 0.000
H -1.74677 -3.09694 -3.24103 0.045 0.019 0.001 0.000
C 0.17685 3.06421 -4.24931 -0.145 -0.017 0.161 0.000
C 3.88938 -3.17678 5.57998 -0.037 0.043 -0.074 0.000
C 3.27324 0.66949 -1.78738 -0.190 -0.014 -0.026 0.000
C 3.21268 -2.59718 4.50816 0.088 0.065 0.015 0.001
H -1.44607 1.01893 2.95474 -0.043 0.053 0.140 -0.002
H 5.13367 -4.37368 -0.06531 -0.031 0.033 0.023 0.000
C -3.90663 3.64546 3.97090 0.141 -0.053 0.036 0.295
C 3.70745 -1.41544 3.90231 -0.073 -0.181 0.090 0.005
H -0.19770 -2.34993 -2.74929 -0.096 0.007 -0.036 0.000
H -6.48241 -0.53460 3.82335 0.025 0.010 -0.004 0.000
H 6.69082 -2.73108 7.50150 -0.026 -0.012 -0.005 0.000
C -1.33166 3.13370 2.72238 -0.005 -0.065 0.086 0.069
C 5.50753 -1.43657 5.54075 -0.005 0.081 -0.063 0.000
C -2.68392 -1.16521 -4.84010 -0.054 0.040 0.006 0.000
H -1.14412 3.72530 -2.67007 -0.004 -0.023 -0.086 0.000
H 2.08328 4.02415 -4.52632 -0.036 0.028 0.022 0.000
C -0.76028 1.70217 2.44169 -0.465 -0.005 -0.026 0.013
O 1.51293 -0.43351 -3.07076 -0.048 0.022 0.097 0.000
C 3.50451 -1.64616 -2.70631 -0.053 -0.115 0.102 0.000
H 2.15066 4.38217 -0.33896 -0.012 0.002 0.007 0.000
C -2.72884 3.54727 4.76362 -0.025 0.046 -0.139 0.020
H 1.17518 4.60158 -3.11833 -0.003 -0.012 -0.075 0.000
H 0.92812 -4.35276 -0.75560 0.032 0.046 0.028 0.000
H 3.29926 -2.29481 -3.56584 0.008 0.019 0.060 0.000
C -3.47131 -0.55562 2.24316 0.037 -0.015 -0.008 0.000
H 1.58990 -3.99923 4.76376 0.033 0.044 -0.043 0.000
H 4.80609 0.97795 3.22079 0.038 -0.030 0.007 0.000
N 1.27774 1.36775 0.74214 1.298 0.575 -0.001 -0.034
Co -0.52905 1.19369 0.49729 -0.015 -0.488 -0.157 1.053
C 1.68275 -2.72432 0.40899 -0.030 0.085 0.134 0.000
C -5.12370 -1.90722 -2.23988 0.042 0.031 0.100 0.000
H -4.41126 1.48060 0.54606 -0.044 -0.073 -0.116 0.000
H 2.08006 -3.76155 3.07256 -0.005 0.045 0.056 0.000
C -3.80970 3.49376 2.57679 0.052 0.118 -0.003 0.006
H -1.67930 4.19942 -4.30523 -0.023 -0.006 0.018 0.000
O 0.77740 2.07347 -3.43666 0.063 -0.050 -0.355 0.000
C -4.84131 -0.39246 2.44989 0.021 -0.006 0.042 0.000
C -3.61668 -2.70053 -0.05673 -0.031 -0.039 0.026 0.001
H -3.33022 -0.72047 -4.08045 0.024 -0.038 -0.054 0.000
H -0.58395 -2.89383 -5.56391 0.011 0.064 -0.013 0.000
H -5.70717 -1.59198 -3.09697 0.017 0.015 0.006 0.000
C 3.46524 0.31187 -4.25904 -0.116 0.010 -0.058 0.000
Si 0.23705 0.60888 -2.85868 0.095 0.164 -0.206 0.000
C -2.60638 3.28727 1.95686 -0.093 -0.100 -0.035 0.233
P -2.69782 -0.13561 0.60892 -0.398 0.435 -0.024 0.002
H -5.07086 -1.34558 5.69266 0.012 -0.009 -0.023 0.000
Te 2.61922 -0.36107 2.22684 -0.028 -0.034 0.328 0.008
H -4.28769 2.34438 -2.02854 0.016 0.051 -0.007 0.000
C -1.21668 3.40385 -3.71404 0.039 -0.124 0.086 0.000
C 3.15406 -5.83444 -1.22467 -0.019 0.081 0.029 0.000
H 2.74391 0.36596 -0.88105 0.094 0.014 -0.026 0.000
H 4.34845 0.66821 -1.59046 -0.034 0.015 -0.024 0.000
H 2.82097 -5.69695 -2.25709 0.012 -0.003 0.026 0.000
H 0.19326 1.61797 2.96053 0.213 -0.018 -0.106 0.001
H 0.69542 -1.77295 -5.02668 -0.048 -0.029 -0.027 0.000
H 1.15873 -2.50899 3.88348 -0.002 -0.018 -0.017 0.000
C -4.45845 -0.95671 -1.46809 -0.101 -0.028 -0.004 0.001
C 1.08605 4.28352 -4.16049 0.033 0.084 0.082 0.000
C -5.14885 5.61993 -2.17494 0.042 -0.035 0.050 0.005
H 0.75247 3.38406 -0.86478 0.001 0.041 0.021 -0.001
H 3.04146 -2.08619 -1.81895 0.084 0.038 -0.100 0.000
C -3.26832 -1.33903 4.52414 -0.026 0.009 -0.049 0.000
H 3.25581 -0.37300 -5.08883 0.012 0.043 0.052 0.000
H -0.57903 3.84120 2.34482 0.030 -0.050 -0.047 0.030
H 6.41441 0.29991 3.47568 -0.061 -0.002 0.022 0.000
H -2.64267 -1.70161 5.33179 -0.023 0.005 -0.039 0.000
O -0.85771 0.07382 -4.01790 0.020 -0.160 0.001 0.000
C -4.26709 -3.65009 -0.83041 0.042 0.067 0.017 0.000
C 4.15366 -3.92781 0.09279 0.045 0.043 0.068 0.000
H 5.15668 -3.33670 8.13866 0.023 0.002 -0.018 0.000
C -1.51647 3.34920 4.18445 0.020 0.003 0.029 0.189
H 2.95596 1.69474 -2.00298 0.057 -0.085 0.033 0.000
C -4.41834 6.07923 -1.08532 0.028 -0.064 0.005 0.000
C 0.34031 -2.05434 0.45205 0.057 -0.041 0.027 0.003
C -5.02414 -3.25441 -1.92943 0.014 0.036 0.051 0.001
H -3.07060 -2.15665 -5.09970 -0.002 0.067 0.004 0.000
H -0.62267 3.26789 4.79665 -0.056 0.018 -0.009 0.010
H -4.17715 -4.70222 -0.58408 -0.006 0.039 0.016 0.000
C -1.23081 -2.15041 -3.05254 0.129 0.206 0.020 0.000
H -3.09205 5.55684 0.51913 -0.006 0.020 -0.030 0.003
H -2.80786 3.62893 5.84191 -0.005 0.008 0.019 -0.006
H 2.97713 1.26729 -4.46122 0.056 -0.019 -0.003 0.000
H 4.54594 0.46786 -4.19002 -0.026 -0.012 -0.013 0.000
H -0.48538 1.66714 -5.75336 -0.008 0.045 -0.024 0.000
C -2.69669 -1.05101 3.28871 -0.035 -0.049 -0.041 0.001
C -3.70337 -1.34024 -0.36600 0.272 -0.116 -0.114 0.001
H -4.44585 7.12948 -0.81995 0.021 0.001 0.009 0.000
C -3.65410 5.19587 -0.33503 -0.078 -0.027 -0.001 0.010
P -2.43867 2.71464 0.23693 -0.334 -0.302 0.007 0.044
H -0.43673 -1.28188 -6.30853 0.022 -0.010 0.055 0.000
C -4.33426 3.39160 -1.75345 -0.105 -0.052 -0.070 0.006
H -1.71980 -1.63054 -2.22694 -0.033 -0.045 -0.025 0.000
H 4.58644 -1.59799 -2.54399 -0.073 0.006 -0.050 0.000
O -0.42095 0.71885 -1.44956 -0.175 -0.294 0.275 -0.007
H -5.74197 6.30725 -2.76532 -0.016 0.012 -0.001 0.000
H 0.37042 -1.10520 -0.09104 -0.013 -0.040 -0.043 0.001
C -5.10263 4.27311 -2.50543 0.024 -0.027 0.052 0.000
H -5.53080 -3.99466 -2.53840 0.024 0.020 0.012 0.000
H 0.06705 -1.81590 1.48297 -0.052 0.014 0.038 0.001
C 5.36440 -2.11653 1.28704 -0.130 -0.063 0.020 0.000
H 3.49373 -4.08679 6.03056 0.016 0.039 -0.050 0.000
C -4.62649 -1.14052 4.72535 0.035 0.015 -0.046 0.000
C -3.61220 3.83294 -0.64647 0.295 0.325 -0.031 0.015
H 4.18608 -6.18834 -1.24653 -0.013 -0.001 0.000 0.000
C 4.07011 -2.73012 0.81210 -0.118 0.048 0.017 0.000
H -3.04034 -3.01432 0.80947 0.014 -0.007 -0.080 0.000
H -5.47577 -0.05332 1.63529 0.025 0.001 0.040 0.000
H -4.71727 3.53618 1.97832 -0.021 -0.011 0.011 -0.006
H 0.73241 4.19107 0.71753 0.051 0.007 -0.100 0.001
C -5.41696 -0.67499 3.67957 0.033 -0.003 -0.015 0.001
C 5.78358 -3.28115 7.24366 -0.072 0.046 -0.044 0.000
H 5.29172 -1.02908 1.29178 0.017 0.046 -0.019 0.000
H 0.68903 5.10976 -4.75967 0.031 -0.028 0.030 0.000
H 1.09565 2.39527 -6.08872 -0.067 0.014 0.011 0.000
H -0.38735 3.35513 -6.32718 0.033 -0.014 0.012 0.000
C 1.93707 -3.26033 4.03512 0.144 0.063 -0.053 0.000
H 5.60894 1.16951 4.78350 0.017 -0.043 -0.027 0.000
H -4.86812 3.80896 4.44106 -0.012 -0.013 -0.019 0.021
C 2.92671 -0.25833 -2.94591 0.074 0.138 0.010 0.000
H 5.60240 -2.42627 2.30719 -0.008 0.004 0.002 0.000
C -0.33734 -1.84298 -5.37378 0.072 0.001 0.002 0.000
C -1.25938 -1.26053 -4.30240 0.046 0.031 0.081 0.000
H -4.52132 0.09484 -1.71883 0.038 -0.026 -0.035 0.000
C 3.04027 -4.54694 -0.44539 0.008 -0.069 -0.056 0.000
N -3.48130 1.32003 0.16436 -0.072 0.045 0.320 0.012
H -5.66439 3.90630 -3.35641 0.027 -0.018 -0.012 0.000
C 1.37294 3.68626 -0.01682 0.029 -0.110 0.136 0.001
C 1.81170 -3.91753 -0.29278 -0.002 0.002 -0.013 0.000
H -1.85131 2.51233 -3.74869 0.020 0.094 -0.013 0.000
C 4.85128 -0.82418 4.46402 -0.065 0.030 -0.052 0.000
C 5.05327 -2.61694 6.10045 0.012 -0.045 0.017 0.000
H -0.43154 -2.68133 -0.00446 0.033 0.021 0.037 0.000
H 6.07044 -4.30375 6.98433 0.008 0.014 0.015 0.000
```
Forces are in eV/Å.

Results
- Net charge: -2
- Multiplicity: 3
- LUMO energy (alpha / beta): 3.92 / 3.91 eV
- Molecular weight: 1144.8 g/mol
- Expectation value of S²: 2.0989
- E: -144924.760 eV



The highest molecular weight belongs to which entry?
C57H75CoN2O5P2SiTe



Look up the multiplicity of the first one.
1



Which of these has the lowest molecular weight?
C21H28N4O4